The following is a quantum chemistry calculation of a cluster of 3 separate species, C4H15N2O2 in total, from the OMol25 dataset.

Geometry as XYZ:
```
23
Properties=species:S:1:pos:R:3:forces:R:3:lowdin_charge:R:1
C -0.926 -1.750 -2.272 -3.1 1.9 -1.8 -0.1115
C -0.508 -0.411 -1.710 0.0 -0.1 -0.4 -0.2407
C -1.679 0.291 -1.000 0.8 3.1 1.6 -0.1885
N -1.643 0.584 0.481 -2.1 -1.6 -1.1 -0.0686
C -0.411 0.721 1.025 1.8 0.8 -0.8 -0.3603
N -0.331 0.925 2.371 5.0 1.4 1.7 0.0203
H -1.109 -2.468 -1.582 -0.3 -2.2 2.8 0.0262
H -2.019 -1.574 -2.654 1.9 -0.5 -0.1 0.1059
H -0.341 -2.249 -3.011 0.6 0.3 -0.8 0.0592
H 0.374 -0.537 -1.101 0.0 0.3 0.1 0.0552
H -0.277 0.206 -2.581 0.3 0.1 0.3 0.1054
H -1.734 1.352 -1.370 -0.1 -1.0 -0.6 0.1143
H -2.563 -0.223 -1.218 -1.4 -0.6 -0.3 0.0741
H -2.545 0.655 1.038 2.1 -0.2 -1.3 0.1464
H 0.537 0.564 0.440 -1.9 0.3 1.1 0.0825
H 0.612 1.268 2.792 -2.6 -0.9 -1.4 0.1116
H -1.020 0.850 3.041 -1.9 -0.4 1.0 0.0219
H 3.589 1.682 1.088 0.0 -0.2 -0.5 0.0271
H 3.558 2.280 2.467 -0.8 -0.6 -0.6 0.0575
O 3.019 1.722 1.854 0.8 0.8 1.1 -0.0729
H 2.084 -1.414 -0.148 2.6 -2.5 -2.1 -0.0162
H 1.698 -1.408 1.505 0.5 0.4 -3.1 0.1221
O 1.635 -1.063 0.546 -2.2 1.5 5.1 -0.0708
```
Positions in Å, forces in eV/Å.

- Kohn-Sham gap (alpha / beta) (Eh) = 0.148 / 0.316
- <S²> = 0.75
- charge = 0
- HOMO level (alpha / beta) (eV) = -3.417 / -8.004
- multiplicity = 2
- relative energy (zero: lowest compared OMol25 entry of this formula, charge and spin) (kcal per mole) = 46.5